No. 1
Entry from the OMol25 dataset: a 11-piece molecular cluster, C59H150N10O19 overall in a non-equilibrium geometry (the ωB97M-V functional and the def2-TZVPD basis).

Properties
Relative energy (zero: lowest compared OMol25 entry of this formula, charge and spin)   0.00 kJ/mol
SMILES string   COC[C@H](C)N.COC[C@H](C)N.COCCNCCOC.COCCNCCOC.COCCNCCOC.COCCNCCOC.COCCNCCOC.COCCNCCOC.COCCNCCOC.COCCNCCOC.CC(C)O
Kohn-Sham gap   0.324 Eh
Net charge   0
E_LUMO   0.0245 hartree
Max |F|   0.07249 Eh/bohr

Cartesian coordinates (Å):
C  1.29646  1.23639  0.11357
C  0.06850  0.35206  0.17475
C  0.07241  -0.73959  -0.91467
O  0.01009  -0.25796  1.43904
H  1.45065  1.88362  0.97695
H  1.25402  1.82876  -0.80043
H  2.24736  0.73995  -0.07988
H  -0.82970  0.95536  0.04299
H  0.16684  -0.29508  -1.90543
H  -0.83380  -1.34528  -0.91852
H  0.92058  -1.39896  -0.73049
H  0.85549  -0.66485  1.64238
C  6.64122  0.24688  0.42811
C  5.54136  0.94700  -0.31158
C  5.10994  2.22983  0.49803
O  4.64884  1.97896  1.85229
C  4.37970  3.18828  2.54704
N  5.88105  1.26842  -1.72913
H  7.44767  0.96224  0.58928
H  7.01208  -0.67984  -0.00979
H  6.28404  -0.10226  1.39694
H  4.64118  0.33343  -0.27493
H  4.29785  2.68941  -0.06536
H  5.94756  2.91950  0.39382
H  5.32256  3.73519  2.54830
H  3.94319  3.00764  3.52935
H  3.66200  3.72440  1.92608
H  5.33778  1.99487  -2.17324
H  6.80866  1.66211  -1.79736
C  4.00042  -1.90405  -7.42907
C  3.34928  -1.27936  -6.23788
C  3.68157  -2.12315  -5.00091
O  3.21980  -1.36148  -3.86630
C  3.60729  -1.77706  -2.55321
N  3.87871  0.04540  -5.86240
H  3.73984  -2.95650  -7.54105
H  5.08924  -1.86517  -7.39656
H  3.62588  -1.46061  -8.35167
H  2.27232  -1.14878  -6.34369
H  4.76083  -2.24129  -4.90436
H  3.23111  -3.11394  -5.06033
H  3.44719  -2.80613  -2.23152
H  3.03284  -1.08967  -1.93225
H  4.64814  -1.55539  -2.31739
H  4.88492  -0.03959  -5.88291
H  3.72293  0.06718  -4.86472
C  -0.34306  -4.06957  -2.40952
O  -1.13641  -4.66399  -3.41752
C  -0.40931  -5.40377  -4.36472
C  -1.37242  -6.20547  -5.26043
N  -2.20321  -5.55331  -6.27338
C  -2.96172  -4.46962  -5.66103
C  -4.13995  -4.09238  -6.58352
O  -4.94896  -5.22317  -6.80599
C  -6.00057  -4.93848  -7.73828
H  -0.84834  -3.35147  -1.76367
H  0.50104  -3.53883  -2.84989
H  0.16865  -4.74100  -1.71999
H  0.18086  -6.07339  -3.73908
H  0.15695  -4.67178  -4.94061
H  -1.89327  -6.91452  -4.61696
H  -0.71246  -6.82344  -5.86926
H  -2.92947  -6.19714  -6.55292
H  -2.31434  -3.62780  -5.41537
H  -3.37093  -4.88682  -4.74093
H  -3.82300  -3.62923  -7.51793
H  -4.74354  -3.33833  -6.07836
H  -6.64201  -5.81660  -7.66368
H  -5.73463  -4.62562  -8.74798
H  -6.54483  -4.07476  -7.35638
C  1.52589  -5.79756  4.09861
O  0.67859  -5.41049  3.04550
C  0.05174  -4.15511  3.19026
C  -0.77836  -3.85244  1.92172
N  -1.83090  -4.86682  1.88544
C  -2.40119  -4.88684  0.46835
C  -3.30818  -6.11967  0.30129
O  -2.47999  -7.22940  0.75428
C  -3.23830  -8.36724  1.12881
H  0.94527  -5.79822  5.02110
H  2.37944  -5.13987  4.26286
H  1.92324  -6.79171  3.89392
H  0.80955  -3.38615  3.34033
H  -0.52970  -4.21187  4.11047
H  -0.07556  -4.01013  1.10362
H  -1.17003  -2.83558  1.94790
H  -1.52954  -5.78899  2.16627
H  -1.63461  -5.00605  -0.29732
H  -2.91574  -3.99140  0.11976
H  -3.69494  -6.24668  -0.70983
H  -4.05589  -5.84232  1.04434
H  -2.65666  -9.24889  0.85958
H  -4.18343  -8.52730  0.60996
H  -3.42864  -8.49752  2.19412
C  -2.33151  7.61503  6.44562
O  -2.33760  6.18928  6.32309
C  -1.13090  5.57826  6.75382
C  -1.21684  4.11268  6.35354
N  -0.88082  3.99172  4.93427
C  -1.26129  2.67942  4.40638
C  -1.20014  2.62752  2.92149
O  -1.90570  3.73143  2.31127
C  -2.22196  3.67471  0.91846
H  -1.60701  8.08011  5.77710
H  -2.18271  7.98130  7.46140
H  -3.33752  7.95371  6.19798
H  -1.01353  5.59242  7.83739
H  -0.31849  6.07179  6.22043
H  -2.23341  3.77155  6.54930
H  -0.46722  3.49138  6.84359
H  -1.32251  4.68738  4.35027
H  -2.29748  2.43184  4.63686
H  -0.60534  1.91804  4.82845
H  -1.63927  1.69055  2.57893
H  -0.17111  2.64260  2.56239
H  -2.83679  2.83074  0.60573
H  -1.28775  3.46002  0.39956
H  -2.53624  4.68946  0.67431
C  0.78094  3.57456  10.04940
O  -0.21881  2.99995  9.24348
C  -1.30191  2.71867  9.99591
C  -2.56997  2.35864  9.15090
N  -2.24726  1.23848  8.24545
C  -3.24658  0.93219  7.25623
C  -2.82828  -0.42310  6.58131
O  -1.83196  -0.12245  5.62498
C  -1.38018  -1.25746  4.91699
H  0.36728  4.48789  10.47696
H  1.61374  3.91523  9.43417
H  1.09236  2.98213  10.90971
H  -1.59558  3.53926  10.65052
H  -1.12038  1.87440  10.66101
H  -2.91512  3.19986  8.54982
H  -3.38406  2.04626  9.80495
H  -1.33976  1.47674  7.87158
H  -3.16746  1.71482  6.50169
H  -4.25730  0.82005  7.64864
H  -3.68060  -0.78697  6.00751
H  -2.43598  -1.14076  7.30184
H  -2.16090  -1.84899  4.43881
H  -0.80827  -1.82896  5.64803
H  -0.67485  -0.90068  4.16643
C  4.26385  3.65215  7.37864
O  3.67987  2.94147  6.22975
C  2.56856  2.20052  6.65462
C  1.95038  1.40717  5.51472
N  2.79841  0.40487  4.95679
C  2.17839  -0.29270  3.82886
C  3.13760  -1.18670  2.97942
O  2.40331  -1.78402  1.89839
C  3.22888  -2.51652  1.05106
H  3.56909  4.34040  7.86002
H  5.15492  4.14526  6.99014
H  4.69373  2.90634  8.04728
H  1.81250  2.86368  7.07499
H  2.92279  1.52056  7.42940
H  1.68116  2.19684  4.81324
H  0.98514  1.08095  5.90202
H  3.58916  0.90646  4.57835
H  1.81407  0.44593  3.11485
H  1.33013  -0.84839  4.22856
H  3.64192  -1.90474  3.62609
H  3.82273  -0.50381  2.47707
H  3.28540  -3.53043  1.44714
H  4.23728  -2.13546  0.88977
H  2.71072  -2.60241  0.09595
C  -4.21453  -3.05824  -2.64805
O  -4.14471  -2.19644  -1.51722
C  -3.73515  -0.90433  -1.84552
C  -3.50087  -0.19921  -0.48764
N  -4.73240  0.02996  0.26531
C  -4.60861  0.28788  1.68809
C  -4.05630  -0.90322  2.53340
O  -4.92938  -2.04046  2.32901
C  -4.69374  -3.20752  3.10636
H  -4.42064  -4.00595  -2.15060
H  -3.29436  -3.08478  -3.23172
H  -5.00589  -2.76186  -3.33653
H  -4.43354  -0.38819  -2.50426
H  -2.78677  -1.01503  -2.37128
H  -3.02229  0.74138  -0.76031
H  -2.73346  -0.66995  0.12685
H  -5.26405  -0.81373  0.10516
H  -5.56155  0.63297  2.08921
H  -3.99801  1.16848  1.88768
H  -3.94015  -0.74105  3.60500
H  -3.04681  -1.16003  2.21237
H  -3.61853  -3.34765  3.21770
H  -4.96720  -4.08054  2.51377
H  -5.24812  -3.18395  4.04455
C  5.53830  1.37860  -9.02361
O  4.66111  2.24802  -8.36985
C  4.19243  3.34434  -9.19084
C  3.44289  4.34177  -8.29318
N  2.26956  3.74644  -7.64062
C  1.94405  4.54712  -6.44706
C  1.16288  3.61510  -5.47331
O  1.92007  2.48747  -5.10255
C  1.44360  1.84056  -3.94914
H  6.34437  1.83884  -9.59505
H  5.07600  0.62954  -9.66649
H  6.08496  0.74384  -8.32624
H  3.57666  2.90787  -9.97725
H  5.04435  3.85234  -9.64280
H  3.09028  5.20813  -8.85281
H  4.10076  4.78892  -7.54797
H  1.50343  3.87019  -8.28702
H  1.25670  5.37904  -6.60056
H  2.80758  4.90064  -5.88365
H  0.15917  3.42787  -5.85492
H  0.99370  4.18203  -4.55785
H  0.37527  1.63257  -3.88971
H  1.73228  2.41846  -3.07119
H  1.98147  0.89480  -3.88340
C  0.74870  4.71873  -1.74310
O  -0.29451  3.81107  -2.08100
C  -1.48651  4.40433  -2.58172
C  -2.46987  3.32941  -2.95597
N  -2.14705  2.67234  -4.21107
C  -3.17167  1.74634  -4.57837
C  -2.39907  0.60829  -5.21368
O  -1.57638  -0.08411  -4.25544
C  -0.61925  -0.89353  -4.91948
H  0.99289  5.31378  -2.62308
H  1.60781  4.24052  -1.27261
H  0.31034  5.40163  -1.01538
H  -1.27958  5.17360  -3.32570
H  -1.97884  4.97320  -1.79299
H  -3.46578  3.76944  -3.00731
H  -2.53160  2.61518  -2.13491
H  -1.30423  2.11763  -4.16593
H  -3.96061  2.18023  -5.19270
H  -3.69394  1.39237  -3.68953
H  -1.80349  1.00069  -6.03794
H  -3.08083  -0.09326  -5.69444
H  0.02655  -1.36703  -4.18000
H  -0.06163  -0.27631  -5.62390
H  -1.02730  -1.69990  -5.52888

Löwdin population analysis, charges in e, atoms 1 to 4: atom 1 (C): -0.032, atom 2 (C): -0.454, atom 3 (C): -0.016, atom 4 (O): -0.063

---

No. 2
Entry from the OMol25 dataset: a 2-piece molecular cluster, C2H5ClOS overall in a non-equilibrium geometry (the ωB97M-V functional and the def2-TZVPD basis).

Properties
Relative energy (zero: lowest compared OMol25 entry of this formula, charge and spin)   237.54 kJ/mol
Kohn-Sham gap   0.367 Eh
Net charge   0
E_LUMO   0.0128 hartree
Max |F|   0.08148 Eh/bohr

Cartesian coordinates (Å):
C  0.82248  0.66333  -0.66001
C  -0.41025  0.08060  0.01101
O  -0.65647  0.49542  1.32404
S  -0.75954  -1.78367  -0.10204
Cl  2.37410  -0.10142  -0.18679
H  0.85153  1.56243  -0.09899
H  0.64307  0.73958  -1.76470
H  -1.57482  0.66732  -1.03207
H  -1.44964  -0.05934  1.76865
H  0.15954  -2.26425  0.74089

natural (NBO) population analysis, charges in e, atoms 1 to 4: atom 1 (C): -0.462, atom 2 (C): 0.109, atom 3 (O): -0.736, atom 4 (S): -0.077